No. 1
ORCA calculation (ωB97M-V/def2-TZVPD) on C4H11NO2 as an isolated structure at a distorted geometry.

Structure (XYZ):
```
18
Properties=species:S:1:pos:R:3:forces:R:3:lowdin_charge:R:1
C -0.895 0.853 -0.431 1.0 -0.4 0.3 -0.434
C 0.636 0.974 0.001 -0.1 1.3 0.4 -0.262
C 1.911 -2.539 0.005 -2.9 -2.8 -1.2 -0.201
C -1.646 -0.022 0.560 0.1 0.1 -0.2 -0.062
N -1.525 2.141 -0.567 -0.1 0.2 0.0 0.034
O 1.183 -0.274 -0.124 1.3 -3.4 -0.2 -0.189
O 0.693 -2.527 -0.345 2.9 0.0 0.8 -0.017
H -0.884 0.371 -1.411 0.0 0.0 0.0 0.139
H -1.592 2.632 0.317 0.1 0.0 -0.1 0.074
H -1.071 2.731 -1.253 0.0 0.0 0.1 0.072
H 1.106 1.709 -0.671 0.0 0.0 0.1 0.107
H 0.646 1.364 1.031 0.0 0.0 -0.1 0.117
H 2.157 -2.892 1.020 0.1 0.6 0.1 0.103
H 2.667 -2.715 -0.779 0.1 0.6 0.1 0.103
H 2.110 -1.102 0.238 -2.3 4.0 -0.4 0.196
H -1.161 -0.992 0.642 0.0 0.0 0.0 0.063
H -2.672 -0.157 0.221 0.0 0.0 0.1 0.078
H -1.661 0.446 1.547 0.0 0.0 0.0 0.079
```
Forces are in eV/Å.

gap between HOMO and LUMO	7.6	eV
molar mass	105.14	u

No. 2
ORCA calculation (ωB97M-V/def2-TZVPD) on C4H11NO2 as an isolated structure at a distorted geometry.

Structure (XYZ):
```
18
Properties=species:S:1:pos:R:3:forces:R:3:lowdin_charge:R:1
C 0.616 0.874 -1.036 0.0 -0.1 -0.1 -0.250
N 2.075 0.871 -0.955 -0.1 0.0 0.0 0.001
C 0.061 -0.527 -0.848 0.8 0.2 1.6 -0.312
O -1.183 -0.729 -1.106 -1.5 -0.1 0.9 -0.060
H 2.432 1.758 -0.626 0.0 0.0 0.0 0.069
H 2.501 0.676 -1.852 0.0 0.0 0.0 0.071
H 0.735 -1.351 -1.092 -0.1 0.0 0.0 0.123
H 0.198 1.502 -0.248 0.1 0.0 0.0 0.112
H 0.228 1.251 -1.994 0.0 0.0 0.0 0.117
C 0.652 -1.059 1.186 0.2 0.2 -1.0 0.075
C -2.211 0.124 1.023 0.6 1.0 1.5 -0.219
O -1.087 0.350 1.599 -1.4 -0.5 -0.9 -0.126
H -1.902 -0.541 -0.127 1.2 -0.1 -1.5 0.103
H -2.920 -0.565 1.510 0.2 -0.2 -0.1 0.100
H 0.592 -0.642 2.175 -0.2 0.1 -0.1 0.030
H 0.250 -2.062 1.114 0.1 -0.1 0.0 0.045
H 1.642 -0.903 0.775 0.1 -0.3 0.0 0.016
H -2.679 0.975 0.499 0.1 -0.2 -0.3 0.106
```
Forces are in eV/Å.

gap between HOMO and LUMO	7.7	eV
molar mass	105.14	u

We obtain E values of -9906.8747; -9905.6624 eV for the records listed above, in that order.
We obtain energy relative to the best compared isomer or geometry (same formula, charge and spin) values of 517.86; 634.82 kJ/mol for the records listed above, in that order.
We obtain HOMO values of -8.98; -8.42 eV for the records listed above, in that order.